[1]
16
Properties=species:S:1:pos:R:3:mulliken_charge:R:1 method="wB97M-V/def2-TZVPD" smiles=CC[C@H]1C[C@H]1O max_force_ev_per_a=0.454 spin_multiplicity=1
C 1.84 -0.18 0.76 -1.068
C 1.01 0.02 -0.51 -0.734
C -0.30 0.72 -0.23 0.027
C -1.56 0.47 -1.01 -0.732
C -1.47 0.02 0.42 -0.081
O -1.50 -1.39 0.51 -0.549
H 1.28 -0.77 1.50 0.283
H 2.08 0.78 1.23 0.302
H 2.78 -0.70 0.55 0.338
H 1.59 0.60 -1.24 0.311
H 0.80 -0.94 -0.99 0.322
H -0.18 1.76 0.10 0.391
H -2.18 1.27 -1.39 0.280
H -1.56 -0.42 -1.63 0.256
H -2.00 0.51 1.23 0.334
H -0.63 -1.74 0.70 0.320


[2]
16
Properties=species:S:1:pos:R:3:mulliken_charge:R:1 method="wB97M-V/def2-TZVPD" max_force_ev_per_a=3.938 spin_multiplicity=1
C -2.23 0.30 0.02 -1.252
C -0.87 -0.25 0.39 -0.486
C 0.25 0.62 -0.51 -0.582
C 1.52 -0.22 -0.76 -0.476
C 2.45 -0.24 0.36 -0.024
O 2.12 0.14 1.47 -0.542
H -3.03 -0.08 0.66 0.385
H -2.19 1.39 0.12 0.322
H -2.46 0.05 -1.02 0.308
H -0.59 -0.10 1.44 0.317
H -0.90 -1.37 0.28 0.415
H -0.21 0.87 -1.46 0.493
H 0.47 1.45 0.16 0.371
H 1.87 -0.48 -1.77 0.405
H 0.55 -0.76 -0.38 -0.009
H 3.45 -0.69 0.20 0.356


[3]
16
Properties=species:S:1:pos:R:3:mulliken_charge:R:1 method="wB97M-V/def2-TZVPD" smiles=COC1(C)CC1 max_force_ev_per_a=2.332 spin_multiplicity=1
C 2.19 0.13 0.16 -0.802
O 1.05 -0.70 0.17 -0.347
C -0.18 -0.18 -0.33 0.792
C -0.53 1.31 -0.07 -1.284
C -1.03 -1.37 -0.73 -0.552
C -1.45 -0.66 0.48 -0.833
H 3.06 -0.51 0.35 0.240
H 2.35 0.63 -0.81 0.337
H 2.14 0.89 0.95 0.318
H -1.24 1.70 -0.81 0.364
H -1.01 1.51 0.92 0.305
H 0.38 1.89 -0.05 0.394
H -1.66 -1.38 -1.61 0.247
H -0.54 -2.31 -0.49 0.226
H -1.16 -0.90 1.48 0.317
H -2.36 -0.05 0.39 0.277


[4]
16
Properties=species:S:1:pos:R:3:mulliken_charge:R:1 method="wB97M-V/def2-TZVPD" smiles="C=C.C=C.C=O" max_force_ev_per_a=0.560 spin_multiplicity=1
C -1.41 -0.77 0.99 -0.357
C -2.06 -0.29 -0.07 -0.606
H -0.47 -1.30 0.88 0.169
H -1.79 -0.65 2.00 0.242
H -1.68 -0.41 -1.08 0.257
H -3.00 0.24 0.03 0.310
C 2.23 -0.37 -0.16 -0.396
C 1.63 -1.48 -0.57 -0.660
H 2.88 -0.37 0.71 0.224
H 2.08 0.58 -0.67 0.258
H 1.77 -2.43 -0.06 0.304
H 0.98 -1.49 -1.44 0.270
C -0.29 2.18 -0.14 -0.144
O 0.42 2.21 -1.12 -0.422
H 0.06 1.82 0.84 0.254
H -1.35 2.52 -0.17 0.299


[5]
16
Properties=species:S:1:pos:R:3:mulliken_charge:R:1 method="wB97M-V/def2-TZVPD" max_force_ev_per_a=3.868 spin_multiplicity=1
C 0.64 0.94 -0.95 -1.344
C -0.26 -0.07 -0.25 0.824
C -0.42 -1.32 -1.14 -1.509
C 0.29 -0.39 1.17 -1.210
C -0.38 1.54 2.33 -0.153
O -1.38 1.68 1.80 -0.154
H 0.28 1.19 -1.96 0.371
H 1.66 0.54 -1.06 0.328
H 0.71 1.87 -0.38 0.324
H -1.26 0.37 -0.16 0.251
H -1.09 -2.07 -0.70 0.367
H -0.85 -1.05 -2.12 0.377
H 0.54 -1.81 -1.34 0.338
H -0.37 -1.13 1.65 0.403
H 1.30 -0.79 1.11 0.422
H 0.58 0.50 2.00 0.365


[6]
17
Properties=species:S:1:pos:R:3:mulliken_charge:R:1 method="wB97M-V/def2-TZVPD" max_force_ev_per_a=0.378 spin_multiplicity=1
C 2.53 -0.69 -0.10 -1.168
C 1.18 -0.20 0.31 0.003
O 0.30 -0.05 -0.65 -0.264
C -0.99 0.18 -0.33 0.377
C -1.33 1.19 0.73 -1.159
C -1.87 -0.02 -1.47 -0.114
O -3.04 0.30 -1.50 -0.533
H 3.18 0.13 -0.42 0.300
H 3.01 -1.18 0.75 0.351
H 2.43 -1.41 -0.92 0.285
H -0.01 -1.33 1.03 0.067
H 1.08 0.44 1.19 0.382
H -0.79 -1.20 0.73 0.167
H -2.40 1.41 0.64 0.381
H -1.13 0.85 1.75 0.292
H -0.77 2.13 0.57 0.328
H -1.38 -0.54 -2.32 0.305


[7]
17
Properties=species:S:1:pos:R:3:mulliken_charge:R:1 method="wB97M-V/def2-TZVPD" smiles=C[C@@H]1[C@H](O)C[C@@H]1O max_force_ev_per_a=5.420 spin_multiplicity=1
C -1.57 -0.48 -0.48 -1.235
C -0.64 0.08 0.53 -0.173
C 0.32 1.09 -0.09 0.421
O 0.14 1.57 -1.37 -0.549
C 1.47 0.20 0.02 -1.286
C 0.62 -0.74 0.83 0.367
O 0.48 -2.06 0.43 -0.545
H -2.24 0.51 -0.83 0.221
H -2.22 -1.23 -0.05 0.387
H -1.12 -0.82 -1.41 0.283
H -1.18 0.40 1.43 0.327
H 0.23 2.06 0.60 0.193
H -0.67 2.09 -1.32 0.366
H 2.39 0.58 0.46 0.299
H 1.69 -0.20 -0.97 0.312
H 0.89 -0.70 1.89 0.304
H 1.39 -2.35 0.32 0.308


[8]
17
Properties=species:S:1:pos:R:3:mulliken_charge:R:1 method="wB97M-V/def2-TZVPD" smiles=OC[C@H]1CCOC1 max_force_ev_per_a=0.475 spin_multiplicity=1
O -0.52 -1.98 -1.47 -0.513
C -0.91 -0.65 -1.22 -0.849
C -0.50 -0.31 0.21 0.481
C 1.02 -0.46 0.42 -0.813
C 1.43 0.90 1.00 -0.403
O 0.51 1.82 0.45 -0.389
C -0.75 1.18 0.55 -0.750
H -0.77 -2.21 -2.37 0.307
H -0.42 0.06 -1.91 0.370
H -2.00 -0.53 -1.33 0.353
H -1.06 -0.96 0.88 0.350
H 1.28 -1.29 1.08 0.314
H 1.52 -0.63 -0.54 0.275
H 2.44 1.22 0.73 0.330
H 1.35 0.90 2.10 0.271
H -1.44 1.68 -0.13 0.348
H -1.14 1.27 1.57 0.320


[9]
17
Properties=species:S:1:pos:R:3:mulliken_charge:R:1 method="wB97M-V/def2-TZVPD" smiles=C[C@@H](O)[C@H]1CCO1 max_force_ev_per_a=0.373 spin_multiplicity=1
C 1.38 -1.21 -1.44 -1.430
C 0.07 -0.84 -0.75 0.208
O -0.36 -1.82 0.17 -0.571
C 0.11 0.52 -0.06 0.183
C -1.24 1.12 0.33 -0.734
C -0.61 1.28 1.71 -0.314
O 0.50 0.43 1.33 -0.520
H 1.25 -2.15 -1.98 0.363
H 1.67 -0.43 -2.16 0.363
H 2.19 -1.34 -0.71 0.292
H -0.72 -0.77 -1.52 0.317
H 0.02 -1.54 1.03 0.366
H 0.78 1.22 -0.58 0.384
H -1.57 2.02 -0.20 0.326
H -2.03 0.36 0.31 0.246
H -1.17 0.88 2.57 0.279
H -0.26 2.29 1.94 0.242


[10]
17
Properties=species:S:1:pos:R:3:mulliken_charge:R:1 method="wB97M-V/def2-TZVPD" smiles=C[C@@]1(CCO)CO1 max_force_ev_per_a=0.398 spin_multiplicity=1
C 1.09 1.08 0.45 -1.440
C 0.37 0.19 -0.53 1.279
C -1.09 -0.08 -0.22 -0.805
C -1.28 -0.49 1.24 -0.596
O -0.27 -1.36 1.73 -0.501
C 0.87 -0.02 -1.89 -0.753
O 1.09 -1.00 -0.89 -0.468
H 0.56 2.03 0.57 0.314
H 1.12 0.56 1.41 0.303
H 2.11 1.28 0.12 0.425
H -1.46 -0.85 -0.91 0.375
H -1.69 0.83 -0.40 0.326
H -2.27 -0.94 1.38 0.354
H -1.24 0.40 1.88 0.285
H 0.13 -1.83 0.98 0.371
H 1.77 0.50 -2.21 0.273
H 0.19 -0.30 -2.70 0.259


[11]
17
Properties=species:S:1:pos:R:3:mulliken_charge:R:1 method="wB97M-V/def2-TZVPD" smiles=C[C@H]1OCC[C@H]1O max_force_ev_per_a=1.607 spin_multiplicity=1
C 2.02 -0.12 -0.51 -1.402
C 0.75 0.32 0.21 0.315
O -0.04 1.39 -0.50 -0.444
C -1.42 1.12 -0.28 -0.462
C -1.49 -0.01 0.78 -0.676
C -0.23 -0.79 0.46 -0.042
O -0.50 -1.67 -0.60 -0.531
H 2.92 0.01 0.09 0.323
H 2.12 0.47 -1.41 0.345
H 2.03 -1.18 -0.80 0.361
H 0.98 0.77 1.18 0.357
H -1.89 0.79 -1.22 0.257
H -1.97 2.00 0.09 0.313
H -1.41 0.42 1.79 0.279
H -2.40 -0.61 0.71 0.355
H 0.31 -1.28 1.29 0.295
H 0.18 -1.60 -1.28 0.357


[12]
17
Properties=species:S:1:pos:R:3:mulliken_charge:R:1 method="wB97M-V/def2-TZVPD" smiles=COC[C@H]1C[C@H]1O max_force_ev_per_a=0.344 spin_multiplicity=1
C 2.08 -0.38 0.80 -0.644
O 1.00 -1.04 0.19 -0.380
C 0.59 -0.46 -1.03 -0.690
C -0.87 -0.04 -1.01 -0.103
C -1.76 -0.48 0.13 -0.695
C -1.37 0.96 -0.01 -0.084
O -0.42 1.54 0.85 -0.491
H 2.99 -0.41 0.19 0.295
H 2.27 -0.90 1.74 0.235
H 1.83 0.67 1.02 0.281
H 1.22 0.40 -1.28 0.360
H 0.72 -1.21 -1.82 0.403
H -1.33 0.02 -2.00 0.391
H -2.79 -0.75 -0.08 0.260
H -1.26 -1.05 0.90 0.242
H -2.14 1.65 -0.33 0.317
H -0.76 1.47 1.75 0.303


Quick rundown of energy above the lowest of the compared OMol25 structures with the same formula, charge and spin, same order as above: 29.1 70.5 80.0 66.4 46.3 113.5 63.6 34.5 46.7 49.6 39.7 61.8 kcal/mol
Quick rundown of DFT total energy, same order as above: -271.70622 -271.64026 -271.62507 -271.64675 -271.67876 -346.84452 -346.92401 -346.97053 -346.95102 -346.94632 -346.96209 -346.92696 Eh